1.
Below is a 9-piece molecular cluster, C27H45BrN8O4 overall at a distorted geometry, with properties calculated with wB97M-V/def2-TZVPD.

The SMILES is CC[C@H](Br)OC(=O)OOC[C@H](C)CC(C)C.CC#N.CC#N.CC#N.CC#N.CC#N.CC#N.CC#N.CC#N. Its gap between HOMO and LUMO is 10.65 eV. The calculation puts the molecular weight at 625.61 Da. The energy relative to the best compared isomer or geometry (same formula, charge and spin) is 40.8 kJ/mol. The value obtained for the LUMO energy is 0.156 eV.

Each line ends with the Mulliken charge.
Cartesian coordinates (Å):
C1 6.2047 -0.8746 2.8258  -1.1624
C2 5.9496 -0.0127 1.5888  -0.5340
C3 4.4720 0.2632 1.3775  0.0525
Br1 3.6694 1.1904 2.9080  -0.1326
O1 3.8789 -0.9967 1.1539  -0.3269
C4 2.5750 -0.9175 0.9189  0.5707
O2 2.0514 -0.0412 0.3913  -0.3009
O3 1.9757 -2.0328 1.3559  -0.3799
O4 0.6602 -2.0262 0.8658  -0.1203
C5 -0.2069 -1.6934 1.9595  -0.8089
C6 -1.6126 -1.4038 1.4052  0.9433
C7 -1.6094 -1.6094 -0.1245  -1.3832
C8 -2.0953 0.0234 1.6412  -1.0236
C9 -2.5761 0.3407 3.0576  1.8230
C10 -2.9889 1.8252 3.0534  -1.6672
C11 -1.4998 0.2012 4.1395  -1.6301
H1 7.2622 -0.9931 3.0203  0.3816
H2 5.7363 -1.8382 2.6585  0.2945
H3 5.7438 -0.4691 3.7203  0.3303
H4 6.2278 -0.6209 0.7318  0.2110
H5 6.5230 0.9056 1.5709  0.4429
H6 4.3374 0.8995 0.5228  0.2105
H7 0.2320 -0.8522 2.4842  0.4224
H8 -0.2342 -2.5656 2.6105  0.2671
H9 -2.3142 -2.1188 1.8223  0.5813
H10 -1.3246 -2.6100 -0.4205  0.5189
H11 -2.6214 -1.4169 -0.4691  0.1768
H12 -0.9913 -0.8324 -0.5672  -0.0522
H13 -1.3755 0.7744 1.3118  0.3644
H14 -2.9667 0.1611 0.9978  0.1166
H15 -3.4281 -0.2909 3.3079  -0.7558
H16 -2.1029 2.3761 2.7461  0.4146
H17 -3.7849 2.0272 2.3444  0.3574
H18 -3.2565 2.1427 4.0558  0.4292
H19 -0.7525 0.9788 3.9949  0.3202
H20 -1.0709 -0.7912 4.2249  0.3559
H21 -1.9682 0.4227 5.0988  0.4944
C12 3.2729 3.4233 -1.0121  -0.5786
C13 4.6907 3.2872 -0.6612  0.3902
N1 5.7861 3.1811 -0.3772  -0.4905
H22 3.1629 4.1070 -1.8502  0.3763
H23 2.8646 2.4550 -1.2906  -0.0532
H24 2.7190 3.8111 -0.1583  0.3987
C14 -2.5008 1.9044 -1.6348  -0.4517
C15 -3.9141 1.9925 -1.2659  0.2148
N2 -5.0079 2.0285 -0.9599  -0.4712
H25 -1.8937 2.1592 -0.7687  0.2357
H26 -2.2587 0.8922 -1.9525  -0.0286
H27 -2.2740 2.5963 -2.4407  0.5355
C16 7.4896 2.0244 -3.9041  -0.7404
C17 6.0479 2.2824 -3.8855  0.3542
N3 4.9343 2.4906 -3.8668  -0.3750
H28 7.9767 2.6011 -3.1207  0.2762
H29 7.6754 0.9650 -3.7399  0.1805
H30 7.9027 2.3115 -4.8685  0.3030
C18 -8.4262 0.9145 -1.3734  -0.7155
C19 -9.3727 -0.1978 -1.4676  0.3256
N4 -10.1006 -1.0636 -1.5400  -0.3781
H31 -8.0709 1.0165 -0.3506  0.2555
H32 -7.5776 0.7297 -2.0275  0.1839
H33 -8.9097 1.8411 -1.6742  0.3390
C20 -5.7861 -1.8411 -1.9449  -0.7329
C21 -4.4931 -2.0320 -2.6015  0.3671
N5 -3.5284 -2.1985 -3.1689  -0.4252
H34 -5.6957 -1.1142 -1.1386  0.2137
H35 -6.5140 -1.4819 -2.6698  0.2853
H36 -6.1309 -2.7871 -1.5338  0.3129
C22 -5.8735 -1.8043 5.1900  -0.9082
C23 -5.3368 -1.9472 3.8378  0.4156
N6 -4.9159 -2.0542 2.7913  -0.3771
H37 -6.7319 -1.1364 5.1763  0.2776
H38 -6.1827 -2.7764 5.5676  0.3254
H39 -5.1099 -1.3918 5.8466  0.2732
C24 6.2297 -2.1456 -4.0818  -0.6024
C25 7.6130 -2.3589 -4.5204  0.2538
N7 8.6815 -2.5235 -4.8591  -0.3496
H40 6.1948 -1.3550 -3.3347  0.1354
H41 5.6131 -1.8578 -4.9308  0.2538
H42 5.8360 -3.0635 -3.6509  0.3142
C26 0.9971 -0.3705 -3.0864  -0.6966
C27 0.6112 1.0226 -2.8712  0.5719
N8 0.3077 2.0999 -2.6920  -0.5578
H43 0.2972 -0.8448 -3.7716  0.3860
H44 1.9988 -0.4114 -3.5099  0.3158
H45 0.9848 -0.9046 -2.1376  0.0599


2.
Below is an isolated ion of composition C5H7N4 and charge +1 at a distorted geometry, with properties calculated with wB97M-V/def2-TZVPD.

The SMILES is C=CN=[N+]=c1[nH]cc[nH]1. Its gap between HOMO and LUMO (alpha / beta) is 7.61 / 7.61 eV. The calculation puts the molecular weight at 123.14 Da. Its charge is +1. The energy relative to the best compared isomer or geometry (same formula, charge and spin) is 215.8 kJ/mol. The value obtained for the LUMO energy (alpha / beta) is -5.053 / -5.054 eV.

Each line ends with the natural charge from an NBO analysis.
Cartesian coordinates (Å):
C1 1.9196 -0.4107 -1.8271  -0.0433
C2 1.1993 -1.5965 -1.9660  -0.0439
C3 -0.0625 -0.2128 -0.7901  0.5058
C4 -1.0354 0.6826 1.9313  -0.1672
C5 -1.6852 1.3009 2.9150  -0.1419
N1 1.1745 0.4036 -1.0442  -0.4835
N2 -1.5705 0.7869 0.6995  -0.0229
N3 -0.0526 -1.3957 -1.4520  -0.4630
N4 -1.1927 0.3027 -0.3497  -0.1774
H1 2.7537 -0.0336 -2.3118  0.2506
H2 1.3830 -2.5306 -2.3841  0.2466
H3 1.5277 1.3115 -0.9117  0.4521
H4 -0.1342 0.2673 2.2197  0.1992
H5 -2.2728 2.1236 2.7160  0.2182
H6 -1.2879 1.1796 3.9199  0.2150
H7 -0.6639 -2.1788 -1.3649  0.4558


3.
Below is C4H17FeN2O6 as an isolated structure at a distorted geometry, with properties calculated with wB97M-V/def2-TZVPD.

As for the expectation value of S²: 6.007. Its gap between HOMO and LUMO (alpha / beta) is 7.95 / 7.91 eV. The spin multiplicity is 5. The calculation puts the molecular weight at 245.03 Da. Its charge is +1. The energy relative to the best compared isomer or geometry (same formula, charge and spin) is 0.0 kJ/mol. The value obtained for the LUMO energy (alpha / beta) is -2.832 / -2.831 eV.

Each line ends with the Mulliken spin population.
Cartesian coordinates (Å):
Fe1 0.6647 -0.5172 -0.3536  3.7669
C1 0.4450 -3.5682 -0.5468  0.0047
O1 0.2066 -2.2809 -1.0312  0.1397
H1 1.2412 -3.5600 0.2151  -0.0009
H2 -0.4591 -3.9927 -0.0791  0.0055
H3 0.6631 -4.2576 -1.3708  0.0056
C2 -0.1147 2.1653 -1.5144  0.0081
C3 1.0048 2.4843 -0.5366  -0.0047
O2 0.8944 1.5329 0.5639  0.0214
O3 -0.0939 0.7710 -1.8817  0.0099
H4 -0.0713 2.7124 -2.4547  0.0017
H5 -1.0230 2.4305 -0.9604  -0.0010
H6 0.9036 3.4777 -0.1093  0.0010
H7 1.9735 2.3434 -1.0172  -0.0019
H8 0.7804 2.0301 1.3773  0.0016
H9 -0.5940 0.6542 -2.6941  0.0013
C4 -2.2032 0.1347 1.1508  0.0032
O4 -1.1974 -0.3177 0.5940  0.0027
N1 -3.2425 0.6561 0.4489  0.0009
N2 -2.3308 0.0750 2.5074  0.0012
H10 -4.0494 1.0671 0.8807  0.0004
H11 -3.0259 0.8951 -0.5018  0.0000
H12 -1.5649 -0.3744 2.9745  0.0000
H13 -3.2147 0.2097 2.9619  0.0002
O5 2.6830 -0.3445 -1.0861  0.0142
H14 2.7799 -0.6102 -2.0095  -0.0025
H15 3.5729 -0.1302 -0.7869  0.0032
O6 1.6208 -1.0579 1.4482  0.0156
H16 2.3425 -0.7089 1.9811  0.0032
H17 1.4086 -1.9192 1.8305  -0.0010


4.
Below is a 6-piece molecular cluster, C12H35N7O6 overall at a distorted geometry, with properties calculated with wB97M-V/def2-TZVPD.

The SMILES is CC1(C)CCCC(C)(C)N1O.NC(N)=O.NC(N)=O.NC(N)=O.O.O. Its gap between HOMO and LUMO is 9.60 eV. The calculation puts the molecular weight at 373.45 Da. The value obtained for the LUMO energy is 0.586 eV.

Each line ends with the natural charge from an NBO analysis.
Cartesian coordinates (Å):
C1 3.6478 0.0883 3.3733  0.7817
O1 3.4164 -1.1133 3.4639  -0.6483
N1 4.7557 0.7109 3.9992  -0.8721
N2 2.7868 0.9819 2.7402  -0.8648
H1 5.4563 0.0551 4.3181  0.3946
H2 5.1861 1.5598 3.6796  0.3816
H3 3.0489 1.9303 2.8202  0.3818
H4 2.1295 0.5866 2.0663  0.4389
C2 -1.9968 1.9307 3.6575  0.7975
O2 -1.4425 2.8103 3.0296  -0.6945
N3 -2.0506 0.6116 3.2466  -0.8431
N4 -2.6405 2.1707 4.8545  -0.8458
H5 -2.0640 0.0090 4.0285  0.3664
H6 -1.2344 0.3510 2.6913  0.4217
H7 -2.9832 3.0956 4.9079  0.4011
H8 -3.0598 1.4482 5.4009  0.3910
C3 0.4259 3.8268 0.1002  0.7877
O3 1.3572 4.1248 -0.6883  -0.6919
N5 -0.4334 2.7835 -0.1546  -0.8788
N6 0.1614 4.5177 1.2801  -0.8406
H9 -0.2065 2.1085 -0.8607  0.4266
H10 -1.3244 2.6624 0.2798  0.4109
H11 -0.0963 3.9290 2.0154  0.4184
H12 0.8747 5.2423 1.4541  0.3953
O4 0.1872 -0.0229 1.2420  -0.9995
H13 -0.1014 -0.5890 0.4687  0.5057
H14 -0.0073 0.8734 0.9803  0.4787
O5 1.2274 2.8610 -3.0540  -0.9921
H15 1.0542 3.6198 -3.6233  0.4677
H16 1.1650 3.1715 -2.1461  0.4909
C4 1.9697 -0.9306 -1.7392  -0.6194
C5 0.6739 -1.7635 -2.0862  0.1290
C6 0.7487 -3.1586 -1.4768  -0.4089
C7 -0.6250 -3.8946 -1.5241  -0.3902
C8 -1.6542 -3.0250 -0.7062  -0.4168
C9 -1.8390 -1.6410 -1.3911  0.1467
N7 -0.4300 -1.0456 -1.4331  -0.2148
O6 -0.4925 0.3119 -1.7949  -0.6143
C10 -2.4233 -1.7810 -2.8219  -0.6451
C11 -2.7383 -0.7156 -0.5259  -0.6272
C12 0.5682 -1.8861 -3.6511  -0.6458
H17 2.2444 -1.1361 -0.6293  0.2166
H18 1.9137 0.1166 -1.9414  0.2380
H19 2.8754 -1.3574 -2.2101  0.2118
H20 1.4175 -3.7122 -2.0797  0.2136
H21 1.1730 -3.0379 -0.4632  0.2200
H22 -0.6053 -4.8374 -1.0821  0.2138
H23 -1.0015 -4.0052 -2.5702  0.1918
H24 -1.1522 -2.9379 0.2653  0.2114
H25 -2.5997 -3.5479 -0.5461  0.2142
H26 -2.3482 -0.7769 -3.2999  0.2123
H27 -1.9240 -2.5288 -3.4298  0.2124
H28 -3.4200 -2.1231 -2.6793  0.2160
H29 -3.7566 -1.2105 -0.4003  0.2157
H30 -2.3796 -0.5289 0.5182  0.2258
H31 -2.7754 0.2559 -0.9800  0.2227
H32 0.2441 -0.9819 -4.1316  0.2037
H33 -0.0552 -2.7348 -3.9271  0.2039
H34 1.5205 -2.1843 -4.0822  0.2233
H35 -0.3680 0.4631 -2.7521  0.4731


5.
Below is a 2-piece molecular cluster, C5H13N2O overall at a distorted geometry, with properties calculated with wB97M-V/def2-TZVPD.

As for the expectation value of S²: 0.755. Its gap between HOMO and LUMO (alpha / beta) is 4.36 / 4.37 eV. The spin multiplicity is 2. The calculation puts the molecular weight at 117.17 Da. Its charge is +2. The energy relative to the best compared isomer or geometry (same formula, charge and spin) is 864.2 kJ/mol. The value obtained for the LUMO energy (alpha / beta) is -14.124 / -14.114 eV.

Each line ends with the Mulliken spin population.
Cartesian coordinates (Å):
N1 -1.2241 1.9521 -0.2490  0.8840
C1 -1.3528 1.1301 0.9656  0.0275
C2 -0.5948 -0.2430 0.7055  0.0036
N2 0.3463 -0.2360 -0.3200  -0.0013
C3 1.0688 -1.4038 -2.3814  0.0016
C4 0.4388 -1.5616 -1.0088  0.0000
C5 1.4243 -2.4873 -0.2235  0.0031
O1 -0.8441 -1.2679 1.3567  -0.0011
H1 -1.2033 5.6472 4.7301  0.0000
H2 -1.3703 2.9782 -0.2545  -0.0204
H3 -0.8856 5.9154 4.1005  0.0000
H4 -1.1941 1.6504 1.8380  0.0385
H5 -2.5027 0.8063 0.9808  0.0789
H6 -0.4545 1.5465 -0.8126  -0.0149
H7 1.9410 -0.7328 -2.4887  0.0001
H8 1.3722 -2.3601 -2.7231  0.0000
H9 0.3882 -1.0157 -3.1635  0.0005
H10 -0.5761 -2.1289 -1.1274  -0.0005
H11 1.7857 -3.3815 -0.7664  0.0004
H12 2.3944 -1.9796 0.0651  -0.0001
H13 1.0427 -2.8281 0.7767  0.0000


6.
Below is one molecule with the formula C5H13N3 at a distorted geometry, with properties calculated with wB97M-V/def2-TZVPD.

The SMILES is CC(C)[C@@H](N)/N=C/N. Its gap between HOMO and LUMO is 9.69 eV. The calculation puts the molecular weight at 115.18 Da. The energy relative to the best compared isomer or geometry (same formula, charge and spin) is 35.5 kJ/mol. The value obtained for the LUMO energy is 1.011 eV.

Each line ends with the natural charge from an NBO analysis.
Cartesian coordinates (Å):
C1 0.3429 -0.7256 -0.5623  0.1094
C2 0.4668 0.8403 -0.1091  -0.2283
C3 1.4903 1.5433 -0.9949  -0.6070
C4 0.8499 0.9620 1.3626  -0.6244
N1 1.3580 -1.5489 0.0472  -0.8444
N2 -3.2197 -1.1358 -0.1088  -0.8046
C5 -1.9462 -0.6937 0.0679  0.2753
N3 -0.9611 -1.3091 -0.4386  -0.5323
H1 0.5507 -0.6941 -1.6415  0.1757
H2 -0.4872 1.3484 -0.2819  0.1875
H3 1.4702 -2.4067 -0.4679  0.3695
H4 1.1236 -1.7491 1.0147  0.3568
H5 -3.3159 -2.0804 -0.4440  0.3921
H6 -3.9311 -0.8192 0.5282  0.3819
H7 -1.8838 0.3261 0.4884  0.1452
H8 1.6232 2.5787 -0.6855  0.2036
H9 1.1673 1.5400 -2.0345  0.2044
H10 2.4523 1.0383 -0.9297  0.2132
H11 0.8921 2.0092 1.6633  0.2075
H12 1.8304 0.5212 1.5239  0.2196
H13 0.1275 0.4552 2.0025  0.1992


7.
Below is a 2-piece molecular cluster, C4H9N overall at a distorted geometry, with properties calculated with wB97M-V/def2-TZVPD.

The SMILES is CN1C=C1.C. Its gap between HOMO and LUMO is 9.26 eV. The calculation puts the molecular weight at 71.12 Da. The energy relative to the best compared isomer or geometry (same formula, charge and spin) is 430.7 kJ/mol. The value obtained for the LUMO energy is 1.079 eV.

Each line ends with the natural charge from an NBO analysis.
Cartesian coordinates (Å):
C1 -2.1746 0.0548 -0.5660  -0.8507
C2 0.0177 0.3760 0.8332  -0.0213
C3 0.3363 -0.8165 1.1726  -0.1199
N1 0.6829 -0.3843 -0.2172  -0.4478
C4 2.0604 0.0572 -0.4242  -0.4397
H1 -3.0259 0.2049 0.0975  0.2013
H2 -1.7339 1.0381 -0.7850  0.2018
H3 -2.4575 -0.3865 -1.5152  0.2143
H4 -0.2473 1.4002 1.0055  0.2306
H5 -1.5010 -0.6581 -0.0898  0.2355
H6 0.7524 -1.3877 1.9685  0.2252
H7 2.5243 0.5308 0.4575  0.1676
H8 2.6536 -0.8122 -0.7176  0.2028
H9 2.0502 0.7738 -1.2525  0.2004


8.
Below is C3H4N2S2 as an isolated structure at a distorted geometry, with properties calculated with wB97M-V/def2-TZVPD.

Its gap between HOMO and LUMO is 8.89 eV. The calculation puts the molecular weight at 132.21 Da. The energy relative to the best compared isomer or geometry (same formula, charge and spin) is 408.3 kJ/mol. The value obtained for the LUMO energy is 0.291 eV.

Each line ends with the natural charge from an NBO analysis.
Cartesian coordinates (Å):
C1 -2.1319 -1.5603 -0.9974  0.6620
C2 -0.4715 -0.1444 0.2123  -0.6770
C3 2.1270 1.2342 0.6329  -0.7854
N1 -1.1484 -1.9741 -1.5945  -0.7006
N2 -2.8918 -1.1966 -0.1634  -0.6452
S1 0.1808 -1.0920 -1.0048  0.5753
S2 0.3642 0.9437 1.0853  0.4451
H1 2.6395 0.9586 1.6358  0.2411
H2 2.1082 2.3961 0.3245  0.2392
H3 2.4568 0.6945 -0.1565  0.2155
H4 -3.2328 -0.2597 0.0259  0.4298


Which of these has the highest molecular weight?
C27H45BrN8O4


What is the molecular weight in the fifth record?
117.17 Da